Record 1
Below is a gas-phase ion, C6H11FN4O2 (charge +2), with properties calculated with wB97M-V/def2-TZVPD.

Properties
HOMO: -0.6801 Ha
Charge: +2
Relative energy (zero: lowest compared OMol25 entry of this formula, charge and spin): 44.1 kcal/mol
SMILES string: [NH2+]=C1N=C[C@H](F)[C@]2([NH3+])OCCON12
Frontier orbital gap: 9.444 eV

Each line ends with the Mulliken charge.
CARTESIAN COORDINATES (ANGSTROEM)
N1 2.2902 1.0730 1.2787  -0.22
C1 1.5413 0.8584 0.2554  0.58
N2 1.7077 1.6441 -0.8870  -0.45
C2 0.9040 1.6105 -1.8794  -0.27
C3 -0.2323 0.5522 -2.0291  0.32
F1 -1.3983 1.0042 -2.4746  -0.26
C4 -0.4136 -0.2810 -0.7377  0.03
N3 -0.5961 -1.7299 -1.2105  -0.29
O1 -1.8037 -0.0256 0.0341  -0.39
C5 -1.6238 0.1621 1.4038  -0.32
C6 -0.6584 -0.8994 2.1515  -0.36
O2 0.4120 -1.1607 1.1873  -0.48
N4 0.6481 -0.2177 0.2102  0.22
H1 3.0962 1.7671 1.1685  0.37
H2 2.3470 0.3929 2.0294  0.29
H3 0.8814 2.3610 -2.7043  0.44
H4 0.2124 -0.1547 -2.7683  0.34
H5 0.2746 -1.8731 -1.7329  0.40
H6 -1.4859 -1.7591 -1.9018  0.43
H7 -0.7331 -2.3677 -0.3568  0.38
H8 -2.6864 0.1525 1.8289  0.39
H9 -1.2043 1.1631 1.6495  0.26
H10 -0.2927 -0.4127 3.0893  0.29
H11 -1.1863 -1.8595 2.3958  0.31



Record 2
Below is a gas-phase ion, C6H11IN (charge +1), with properties calculated with wB97M-V/def2-TZVPD.

Properties
HOMO (alpha / beta): -0.3731 / -0.5185 Ha
Charge: +1
⟨S²⟩: 2.02
Relative energy (zero: lowest compared OMol25 entry of this formula, charge and spin): 13.1 kcal/mol
Spin multiplicity: 3
Frontier orbital gap (alpha / beta): 6.233 / 6.723 eV

Each line ends with the Löwdin spin population.
CARTESIAN COORDINATES (ANGSTROEM)
C1 1.0494 2.2722 0.2150  0.03
C2 -1.6403 0.5323 0.5575  0.40
C3 0.7643 1.4621 -0.7655  0.02
C4 1.5039 -0.9612 -0.8744  0.03
C5 -0.7623 -1.7981 0.5256  0.00
C6 0.5159 0.0637 -0.4769  0.19
N1 -0.6166 -0.3594 0.1361  -0.01
I1 -3.8458 -0.0011 0.2424  1.29
H1 1.5401 3.2829 0.0887  0.00
H2 0.9590 2.0103 1.2193  0.00
H3 -1.5233 1.5749 0.2216  0.01
H4 -1.7362 0.5221 1.7039  0.02
H5 0.8241 1.6861 -1.8089  0.01
H6 1.9587 -1.6041 -0.0996  0.01
H7 0.9541 -1.7960 -1.3716  0.01
H8 2.4678 -0.6253 -1.5248  0.00
H9 -1.8041 -1.8750 1.0283  0.00
H10 0.0293 -1.8393 1.2764  0.00
H11 -0.6381 -2.5472 -0.2931  0.00



Record 3
Below is a single C6H11ISi molecule, with properties calculated with wB97M-V/def2-TZVPD.

Properties
HOMO: -0.3297 Ha
Relative energy (zero: lowest compared OMol25 entry of this formula, charge and spin): 27.8 kcal/mol
SMILES string: C[Si](C)(C)C=C=CI
Frontier orbital gap: 8.191 eV

Each line ends with the Mulliken charge.
CARTESIAN COORDINATES (ANGSTROEM)
C1 0.6699 -1.6368 0.4736  -0.88
Si1 -0.0898 0.0584 0.1190  0.31
C2 -1.4179 0.5695 1.3116  -0.88
C3 -0.8721 0.0610 -1.6105  -1.07
C4 1.3184 1.3042 0.3064  -0.27
C5 2.5925 1.1036 0.1443  0.35
C6 3.7379 0.9420 -0.3934  -0.97
I1 5.8173 -0.0509 0.0956  -0.05
H1 0.8771 -1.4972 1.5648  0.26
H2 0.0396 -2.5386 0.1734  0.28
H3 1.7333 -1.7012 0.0330  0.27
H4 -2.0563 1.5090 1.2485  0.32
H5 -2.1714 -0.2962 1.5046  0.29
H6 -0.8137 0.5220 2.3330  0.23
H7 -1.5068 0.9537 -1.7009  0.29
H8 0.0577 0.2396 -2.3869  0.21
H9 -1.4309 -0.7034 -1.9093  0.46
H10 1.1000 2.3436 0.4433  0.41
H11 3.9324 1.4881 -1.2106  0.45



Record 4
Below is a gas-phase ion, C6H11N (charge -1), with properties calculated with wB97M-V/def2-TZVPD.

Properties
HOMO (alpha / beta): 0.0504 / -0.1492 Ha
Charge: -1
⟨S²⟩: 0.75
Relative energy (zero: lowest compared OMol25 entry of this formula, charge and spin): 19.8 kcal/mol
Spin multiplicity: 2
Frontier orbital gap (alpha / beta): 2.844 / 8.161 eV

Each line ends with the Löwdin spin population.
CARTESIAN COORDINATES (ANGSTROEM)
C1 0.3577 1.0680 1.9131  0.14
N1 -1.9913 0.4312 0.0495  0.09
C2 -0.6422 0.1536 -0.2365  0.13
C3 0.3976 0.4823 0.5316  0.04
C4 1.8278 0.0614 0.1572  0.05
C5 -0.8026 -1.8222 -1.7276  0.10
C6 -0.4033 -0.5679 -1.5233  0.10
H1 0.7596 2.0797 2.0097  0.03
H2 1.0605 0.5111 2.5208  0.01
H3 -0.6870 1.1647 2.2331  0.04
H4 -2.6328 0.1973 -0.6961  0.06
H5 -2.0918 1.4023 0.3499  0.11
H6 2.4493 0.0329 1.0517  0.01
H7 1.8644 -0.9302 -0.2847  0.01
H8 2.3806 0.7773 -0.4650  0.01
H9 -0.5727 -2.5217 -2.5252  0.01
H10 -1.3328 -2.4393 -0.9910  0.01
H11 0.0588 -0.0805 -2.3672  0.04